DFT (ωB97M-V with the def2-TZVPD basis set) results for an isolated molecule of C4H6.

Each atom is followed by the atoms it is bonded to, with distances in Å.
Atoms and positions in Å:
1 C -1.027 -1.268 -1.618  C2 1.204, H5 1.063
2 C -0.786 -0.742 -0.562  C1 1.204, C3 1.465
3 C -0.459 0.281 0.434  C2 1.465, C4 1.548, H6 1.094, H7 1.092
4 C 1.057 0.432 0.711  C3 1.548, H8 1.097, H9 1.094, H10 1.096
5 H -1.287 -1.503 -2.622  C1 1.063
6 H -1.021 0.204 1.369  C3 1.094
7 H -0.892 1.140 -0.084  C3 1.092
8 H 1.370 1.482 0.673  C4 1.097
9 H 1.639 -0.124 -0.030  C4 1.094
10 H 1.318 0.040 1.700  C4 1.096

structure (SMILES) = C#CCC
HOMO level = -0.36077 Eh
gap between HOMO and LUMO = 10.939 eV

Formally, the Löwdin partial charges of the atoms, in units of the elementary charge, are as follows: 0.09, -0.17, -0.27, -0.10, 0.02, 0.10, 0.11, 0.07, 0.07, 0.07

=====

DFT (ωB97M-V with the def2-TZVPD basis set) results for an isolated molecule of C4H6.

Each atom is followed by the atoms it is bonded to, with distances in Å.
Atoms and positions in Å:
1 C 0.456 0.952 -0.789  C3 1.516, H5 1.093, H6 1.094, H7 1.094
2 C -0.472 -1.168 -1.401  C3 1.306
3 C -0.152 -0.383 -0.407  C1 1.516, C2 1.306, C4 1.511
4 C -0.361 -0.732 1.048  C3 1.511, H8 1.095, H9 1.092, H10 1.095
5 H 0.328 1.172 -1.852  C1 1.093
6 H 1.527 0.950 -0.564  C1 1.094
7 H -0.017 1.753 -0.214  C1 1.094
8 H 0.464 -0.340 1.652  C4 1.095
9 H -0.416 -1.812 1.197  C4 1.092
10 H -1.289 -0.283 1.416  C4 1.095

HOMO level = -0.35675 Eh
gap between HOMO and LUMO = 9.655 eV

Formally, the Löwdin partial charges of the atoms, in units of the elementary charge, are as follows: -0.09, 0.22, -0.53, -0.08, 0.07, 0.08, 0.08, 0.08, 0.07, 0.08

=====

no.,total energy (eV)
1,-4243.007
2,-4241.482